1.
{"formula": "C32H40MoN3O3P2", "method": "wB97M-V/def2-TZVPD", "orbital_gap_ha": [0.2966, 0.3211], "s2": 2.040, "total_charge": 1, "e_homo_ha": [-0.394, -0.429], "multiplicity": 3, "de_lowest_ev": 0.000, "total_energy_ev": -64876.371, "species": ["Mo", "O", "C", "O", "C", "C", "C", "C", "C", "C", "P", "C", "C", "C", "C", "C", "C", "C", "C", "C", "C", "C", "C", "H", "H", "H", "H", "H", "H", "H", "H", "H", "H", "H", "H", "H", "H", "O", "P", "N", "C", "C", "C", "C", "N", "C", "C", "C", "C", "N", "C", "C", "C", "C", "H", "H", "H", "H", "H", "H", "H", "H", "H", "H", "H", "H", "H", "H", "H", "H", "H", "H", "H", "H", "H", "H", "H", "H", "C", "H", "H"], "positions_angstrom": [[-1.09595, -1.07935, -0.57734], [2.88809, -2.17133, -0.37454], [1.86348, -1.89564, 0.20509], [0.84695, -1.35304, -0.42903], [1.73283, -2.06798, 1.70040], [2.94142, -2.27037, 2.36751], [2.98799, -2.41549, 3.74309], [1.81222, -2.37148, 4.47654], [0.60605, -2.18646, 3.82518], [0.54498, -2.03054, 2.44004], [-1.12739, -1.88588, 1.73325], [-1.89756, -3.49809, 2.02742], [-1.12554, -4.63608, 2.22893], [-1.73904, -5.87527, 2.35583], [-3.11836, -5.97863, 2.28917], [-3.89298, -4.84171, 2.08993], [-3.28561, -3.60665, 1.95113], [-1.99795, -0.68963, 2.77877], [-2.66828, -1.07790, 3.93805], [-3.28521, -0.12838, 4.73690], [-3.23853, 1.21264, 4.38401], [-2.58220, 1.60372, 3.22692], [-1.96926, 0.65569, 2.42226], [3.84255, -2.30901, 1.77228], [3.93743, -2.56207, 4.23707], [1.83218, -2.48660, 5.55145], [-0.30259, -2.16683, 4.41237], [-0.04700, -4.56993, 2.29144], [-1.13536, -6.75804, 2.51015], [-3.59471, -6.94352, 2.39257], [-4.96986, -4.91908, 2.04183], [-3.89630, -2.72600, 1.78944], [-2.72231, -2.12416, 4.21304], [-3.80518, -0.43636, 5.63294], [-3.72475, 1.95065, 5.00632], [-2.55166, 2.64648, 2.94346], [-1.47199, 0.98308, 1.51105], [-0.68825, 0.82878, -1.32318], [0.40151, 1.60978, -2.06697], [1.67567, 1.70016, -1.04681], [1.61298, 1.66792, 0.42121], [3.07896, 1.54562, 0.81356], [3.77328, 2.42376, -0.22122], [3.00833, 2.12320, -1.51107], [0.79169, 0.89769, -3.47259], [1.10327, -0.54856, -3.53734], [1.67521, -0.72837, -4.93888], [2.37102, 0.60250, -5.19469], [1.37031, 1.60407, -4.63561], [-0.05522, 3.12297, -2.48904], [-1.14370, 3.34146, -3.47024], [-1.95247, 4.49710, -2.88876], [-0.91478, 5.27358, -2.08706], [-0.09758, 4.16561, -1.44134], [1.01074, 0.82507, 0.76177], [1.17712, 2.59240, 0.82199], [3.39954, 0.50602, 0.70179], [3.26163, 1.85394, 1.84114], [4.83691, 2.21733, -0.32080], [3.65994, 3.47734, 0.04272], [3.47477, 1.31183, -2.07596], [2.94029, 2.99919, -2.16184], [0.19890, -1.15005, -3.37900], [1.82837, -0.81965, -2.76447], [0.86801, -0.86966, -5.66019], [2.33602, -1.59097, -4.99740], [2.59871, 0.78522, -6.24271], [3.30483, 0.65187, -4.62966], [0.58396, 1.81366, -5.36686], [1.81551, 2.55162, -4.33553], [-1.73717, 2.43382, -3.59637], [-0.71205, 3.60391, -4.43789], [-2.73486, 4.11659, -2.22970], [-2.42862, 5.09362, -3.66380], [-1.34693, 5.94953, -1.35132], [-0.28339, 5.86053, -2.75598], [-0.60366, 3.79632, -0.54067], [0.91189, 4.47368, -1.16696], [-2.61827, -1.98377, -1.00799], [-2.97916, -0.89100, -0.98558], [-3.36387, -2.72643, -1.25357]], "lowdin_charge": [1.262, 0.099, -0.560, -0.294, -0.132, -0.005, -0.041, -0.049, -0.075, -0.285, 1.032, -0.361, -0.070, -0.062, -0.065, -0.065, -0.116, -0.355, -0.093, -0.057, -0.062, -0.067, -0.099, 0.124, 0.114, 0.114, 0.103, 0.109, 0.111, 0.111, 0.111, 0.111, 0.109, 0.113, 0.112, 0.109, 0.076, -0.437, 0.566, -0.177, -0.187, -0.152, -0.151, -0.171, -0.174, -0.181, -0.158, -0.162, -0.187, -0.185, -0.180, -0.162, -0.165, -0.189, 0.080, 0.116, 0.109, 0.120, 0.117, 0.115, 0.115, 0.111, 0.104, 0.103, 0.118, 0.119, 0.117, 0.112, 0.114, 0.108, 0.117, 0.110, 0.116, 0.116, 0.117, 0.120, 0.114, 0.114, -0.254, -0.008, 0.005]}

2.
{"formula": "C32H40N9O5STc", "method": "wB97M-V/def2-TZVPD", "orbital_gap_ha": [0.2486, 0.2013], "s2": 3.775, "total_charge": 3, "e_homo_ha": [-0.589, -0.589], "multiplicity": 4, "de_lowest_ev": 0.791, "total_energy_ev": -70491.395, "species": ["Tc", "N", "C", "C", "N", "C", "C", "N", "H", "H", "H", "H", "H", "H", "H", "H", "H", "H", "H", "H", "H", "N", "C", "C", "C", "C", "C", "N", "C", "C", "C", "C", "C", "N", "H", "H", "H", "H", "H", "H", "H", "H", "H", "O", "C", "O", "C", "C", "C", "C", "C", "C", "N", "O", "O", "H", "H", "H", "H", "C", "C", "C", "N", "C", "S", "N", "C", "O", "C", "C", "C", "C", "C", "C", "H", "H", "H", "H", "H", "H", "H", "H", "H", "H", "H", "H", "H", "H"], "positions_angstrom": [[-1.47633, -0.40817, 0.53147], [0.66041, -0.93689, 0.58918], [0.87112, -2.24610, 1.25868], [-0.18830, -3.19113, 0.75500], [-1.53828, -2.57806, 0.97578], [-2.11067, -2.85810, 2.34290], [-1.94190, -1.64344, 3.22855], [-2.43869, -0.48496, 2.46214], [1.06433, -0.20275, 1.18279], [1.13060, -0.92328, -0.31069], [1.87133, -2.62858, 1.05501], [0.79271, -2.08104, 2.33185], [-0.07408, -3.34493, -0.31924], [-0.13697, -4.16323, 1.24517], [-2.15314, -3.02822, 0.30300], [-3.17224, -3.07266, 2.20737], [-1.64611, -3.74839, 2.76533], [-2.50397, -1.76192, 4.15609], [-0.90373, -1.45123, 3.48940], [-3.44979, -0.55707, 2.37455], [-2.19599, 0.45305, 2.93770], [-3.67489, 1.98985, 0.87633], [-4.27651, 0.86906, 0.35216], [-5.67348, 0.86893, 0.23507], [-6.31233, -0.22950, -0.27687], [-5.54688, -1.32580, -0.69462], [-4.19365, -1.26584, -0.54711], [-3.53997, -0.19759, -0.00005], [-2.41194, 2.50085, 0.63862], [-2.23388, 3.88209, 0.76858], [-0.99667, 4.42615, 0.54667], [0.06316, 3.58250, 0.18818], [-0.17574, 2.24475, 0.09593], [-1.40289, 1.68558, 0.31392], [-4.32857, 2.68288, 1.21149], [-6.22781, 1.74910, 0.53325], [-7.38984, -0.23856, -0.37473], [-6.00392, -2.20212, -1.13064], [-3.57613, -2.08409, -0.88702], [-3.07768, 4.50252, 1.03935], [-0.84385, 5.49264, 0.64573], [1.05961, 3.96209, 0.01377], [0.64034, 1.56695, -0.11212], [-1.54559, 1.75351, 3.42255], [-0.34530, 1.54849, 3.15520], [0.01613, 0.56592, 2.39851], [0.70920, 2.46183, 3.67458], [2.03508, 2.32983, 3.26771], [2.99503, 3.21175, 3.73093], [2.59872, 4.21071, 4.60102], [1.29452, 4.35920, 5.03391], [0.34187, 3.47220, 4.56097], [3.62566, 5.16932, 5.08936], [3.24890, 6.03383, 5.84534], [4.75554, 5.00929, 4.68446], [2.32140, 1.53426, 2.59335], [4.03296, 3.14199, 3.44070], [1.04856, 5.15206, 5.72514], [-0.68801, 3.55183, 4.87915], [2.08826, -4.39835, -2.57681], [1.14767, -4.23782, -3.76418], [0.03941, -3.22766, -3.51299], [0.62952, -1.88818, -3.32563], [0.15908, -0.88589, -2.63543], [-1.40830, -0.98388, -1.85607], [0.84433, 0.26725, -2.52140], [2.30789, 0.38386, -2.38740], [2.67953, 0.76716, -1.30845], [3.12043, 0.03774, -3.54499], [2.58507, 0.07924, -4.84051], [3.39898, -0.20236, -5.92255], [4.73572, -0.52987, -5.71395], [5.27032, -0.56371, -4.42991], [4.47034, -0.26906, -3.34185], [2.85678, -5.13890, -2.78868], [1.54570, -4.73962, -1.69083], [2.60411, -3.46580, -2.32927], [0.67118, -5.18954, -4.00126], [1.70097, -3.95133, -4.66324], [-0.52346, -3.47752, -2.61331], [-0.65920, -3.17919, -4.34912], [1.48320, -1.70882, -3.85325], [0.35544, 0.99263, -2.01693], [1.55405, 0.37454, -4.99997], [3.00391, -0.14910, -6.92761], [5.36986, -0.74860, -6.56292], [6.31317, -0.80885, -4.28411], [4.87457, -0.26968, -2.33818]], "lowdin_charge": [1.546, -0.062, -0.157, -0.163, -0.153, -0.131, -0.175, -0.062, 0.076, 0.070, 0.146, 0.123, 0.093, 0.142, 0.099, 0.135, 0.139, 0.149, 0.111, 0.113, 0.055, 0.157, -0.274, 0.043, 0.020, -0.005, -0.164, -0.086, -0.267, 0.045, 0.028, 0.005, -0.128, -0.037, 0.163, 0.141, 0.142, 0.135, 0.063, 0.141, 0.142, 0.138, 0.081, 0.020, -0.529, -0.150, -0.137, -0.006, 0.026, -0.110, 0.038, 0.019, -0.345, 0.116, 0.106, 0.111, 0.128, 0.133, 0.127, -0.086, -0.218, -0.174, 0.078, -0.679, 0.777, 0.106, -0.350, 0.130, -0.182, -0.040, -0.033, -0.013, -0.023, 0.013, 0.091, 0.069, 0.064, 0.128, 0.123, 0.086, 0.139, 0.135, 0.098, 0.125, 0.124, 0.128, 0.126, 0.130]}

3.
{"formula": "C32H41ClN2Os", "method": "wB97M-V/def2-TZVPD", "orbital_gap_ha": [0.2532, 0.2532], "e_homo_ha": [-0.272, -0.272], "total_energy_ev": -51819.520, "species": ["Os", "C", "C", "C", "C", "C", "C", "C", "C", "C", "C", "C", "C", "N", "C", "C", "N", "C", "C", "C", "C", "C", "C", "C", "C", "C", "C", "C", "C", "H", "H", "H", "H", "H", "H", "H", "H", "H", "H", "H", "H", "H", "H", "H", "H", "H", "H", "H", "H", "H", "H", "H", "H", "H", "H", "H", "H", "H", "H", "H", "H", "H", "H", "H", "H", "C", "C", "C", "C", "C", "C", "H", "H", "H", "H", "H", "Cl"], "positions_angstrom": [[-0.51612, -0.99341, -0.99432], [-3.15298, -3.36488, 0.47302], [-1.76136, -3.92235, 0.77293], [-0.85479, -4.09567, -0.44596], [-1.03898, -3.20841, 1.89734], [-0.63942, -3.96701, 2.99190], [0.06949, -3.40822, 4.04117], [0.41883, -2.07357, 3.98994], [0.04706, -1.27006, 2.91648], [0.53446, 0.16718, 2.87949], [-0.16639, 1.02518, 3.93416], [2.05245, 0.23608, 3.05770], [-0.72350, -1.84218, 1.89155], [-1.13955, -0.99210, 0.81034], [-1.95194, 0.06170, 1.06976], [-1.90841, 1.05566, 0.12116], [-1.01401, 0.86267, -0.87475], [-0.69267, 1.89776, -1.79579], [-0.27189, 1.53420, -3.09614], [-0.22658, 2.51870, -4.07703], [-0.51789, 3.83779, -3.79421], [-0.73331, 4.19770, -2.48079], [-0.77979, 3.26706, -1.44504], [-0.74918, 3.92916, -0.05512], [-2.10038, 4.44623, 0.45520], [0.04598, 3.22730, 1.04486], [0.25917, 0.17628, -3.54874], [1.75473, 0.29153, -3.88108], [-0.49606, -0.39469, -4.74713], [-3.63804, -3.96562, -0.29778], [-3.13247, -2.33941, 0.11567], [-3.76419, -3.40842, 1.37667], [-1.91826, -4.94199, 1.13856], [-0.54192, -3.15548, -0.92654], [-1.36711, -4.63231, -1.24533], [0.05573, -4.63006, -0.17346], [-0.89385, -5.02001, 3.01429], [0.36223, -4.01738, 4.88664], [1.00410, -1.64270, 4.79258], [0.31635, 0.57275, 1.89309], [0.00732, 0.62356, 4.93503], [-1.24508, 1.06374, 3.77386], [0.21779, 2.04685, 3.91211], [2.35110, -0.04846, 4.06902], [2.39964, 1.25724, 2.88496], [2.56058, -0.41720, 2.34908], [-2.51442, 0.11372, 1.99024], [-2.49929, 1.95279, 0.15949], [0.05739, 2.24618, -5.08419], [-0.49616, 4.58681, -4.57447], [-0.82816, 5.24785, -2.22817], [-0.17279, 4.83402, -0.26606], [-2.71471, 3.67130, 0.91451], [-2.67777, 4.90267, -0.34944], [-1.93063, 5.20496, 1.22148], [-0.50683, 2.42798, 1.52917], [0.29641, 3.96112, 1.81438], [0.98075, 2.81127, 0.66369], [0.27344, -0.62388, -2.76984], [1.89618, 0.94660, -4.74154], [2.15643, -0.69179, -4.13108], [2.32450, 0.69099, -3.04532], [-0.29609, 0.20647, -5.63496], [-1.56721, -0.42127, -4.57239], [-0.15562, -1.41032, -4.95161], [4.25037, -0.82703, 0.12491], [3.54650, -2.02070, 0.20292], [2.18564, -2.05214, -0.07496], [1.48191, -0.90428, -0.46387], [2.21407, 0.28891, -0.50911], [3.57287, 0.33210, -0.22431], [5.30943, -0.79913, 0.34717], [4.05605, -2.93299, 0.48939], [1.66681, -3.00046, 0.01288], [1.71369, 1.21215, -0.78259], [4.10256, 1.27657, -0.27423], [-2.24622, -1.77522, -2.40149]], "lowdin_charge": [1.098, -0.081, -0.360, -0.081, -0.139, -0.033, -0.064, -0.031, -0.123, -0.374, -0.055, -0.046, -0.143, -0.152, -0.148, -0.148, -0.113, -0.133, -0.118, -0.040, -0.061, -0.048, -0.111, -0.364, -0.060, -0.056, -0.410, -0.044, -0.103, 0.079, 0.014, 0.084, 0.127, -0.030, 0.086, 0.085, 0.112, 0.105, 0.112, 0.088, 0.081, 0.072, 0.075, 0.077, 0.084, 0.064, 0.129, 0.103, 0.110, 0.107, 0.118, 0.123, 0.063, 0.082, 0.082, 0.042, 0.089, 0.079, 0.022, 0.082, 0.093, 0.068, 0.077, 0.033, 0.086, -0.109, -0.101, -0.121, -0.288, -0.155, -0.104, 0.098, 0.101, 0.074, 0.076, 0.103, 0.064]}

4.
{"formula": "C32H41N2OTc", "method": "wB97M-V/def2-TZVPD", "orbital_gap_ha": [0.2176, 0.2289], "s2": 3.796, "total_charge": 1, "e_homo_ha": [-0.333, -0.353], "multiplicity": 4, "total_energy_ev": -41065.637, "species": ["C", "C", "C", "C", "C", "Tc", "C", "C", "H", "C", "H", "H", "C", "H", "H", "H", "C", "H", "H", "H", "C", "H", "H", "H", "C", "H", "H", "H", "C", "H", "H", "H", "C", "H", "H", "H", "C", "H", "H", "H", "C", "C", "C", "C", "H", "C", "H", "C", "H", "H", "H", "C", "N", "N", "C", "O", "C", "C", "C", "C", "C", "C", "C", "C", "C", "H", "H", "H", "H", "H", "H", "H", "H", "H", "H", "H", "H"], "positions_angstrom": [[1.29501, -2.36525, 0.49694], [2.26551, -1.63704, -0.27322], [1.75162, -1.47860, -1.60934], [0.41280, -2.02246, -1.63772], [0.14500, -2.58118, -0.33252], [0.45983, -0.43020, -0.19843], [-2.01983, 2.01785, -0.46042], [-2.00194, 1.06330, 0.64744], [-2.27868, 1.33965, 1.70170], [-1.54715, -0.31808, 0.51088], [-2.23105, -0.93461, -0.09320], [-1.43645, -0.77734, 1.51007], [-2.70539, 3.37143, -0.05512], [-2.17169, 3.79100, 0.79283], [-2.72661, 4.10845, -0.88325], [-3.76105, 3.20962, 0.34368], [-2.66344, 1.39265, -1.71012], [-2.08620, 0.49159, -1.96269], [-3.71720, 1.06695, -1.51685], [-2.68854, 2.09137, -2.57700], [3.58852, -1.16333, 0.21380], [3.53916, -0.91677, 1.28106], [4.37357, -1.91205, 0.08051], [3.88724, -0.26449, -0.33553], [2.62884, -1.05197, -2.74093], [3.06708, -0.06780, -2.54044], [3.45240, -1.77726, -2.86696], [2.09536, -1.00432, -3.69592], [-0.49402, -2.24665, -2.81414], [-0.06340, -1.80607, -3.72712], [-0.63949, -3.33928, -2.97442], [-1.49653, -1.80251, -2.63061], [-1.05989, -3.40414, 0.05125], [-1.92615, -3.10797, -0.56306], [-0.87588, -4.48666, -0.09725], [-1.30061, -3.23812, 1.11761], [1.47436, -2.84718, 1.90097], [0.49566, -3.02509, 2.36932], [2.06094, -3.78255, 1.94634], [2.00369, -2.08465, 2.48596], [0.08693, 1.14514, -1.67863], [-0.45294, 2.38378, -1.12481], [0.47116, 1.10948, -3.04291], [-0.30240, 3.57776, -1.85663], [-0.18522, 2.48857, -0.03933], [0.41321, 2.30667, -3.81416], [0.65810, 0.16840, -3.60950], [0.08867, 3.55241, -3.20801], [-0.45528, 4.56398, -1.36432], [0.57991, 2.24510, -4.90102], [0.13410, 4.44455, -3.79920], [1.09231, 2.11701, 6.08508], [0.87991, 2.20165, 4.65957], [1.21102, 1.17035, 3.86092], [0.92053, 1.46595, 2.55856], [1.04049, 0.55813, 1.65961], [0.51584, 2.82833, 2.59372], [0.45340, 3.21616, 3.91335], [0.01139, 4.46619, 4.53769], [1.49606, -0.11749, 4.40235], [0.44727, -0.94878, 4.79789], [0.72643, -2.17952, 5.40288], [2.06698, -2.54832, 5.61093], [3.12045, -1.69124, 5.25553], [2.82440, -0.46512, 4.65261], [0.89494, 3.10078, 6.50549], [2.12959, 1.84585, 6.31561], [0.41041, 1.39911, 6.55324], [0.22922, 3.45481, 1.77443], [-0.77557, 4.29368, 5.27520], [0.84683, 4.96173, 5.02922], [-0.38548, 5.15138, 3.79317], [-0.57584, -0.62926, 4.61161], [-0.09667, -2.84384, 5.70234], [2.29017, -3.50261, 6.09053], [4.16614, -1.97283, 5.44557], [3.60314, 0.23969, 4.36859]], "lowdin_charge": [-0.287, -0.323, -0.315, -0.333, -0.320, 1.413, -0.445, -0.100, 0.129, -0.246, 0.073, 0.056, -0.041, 0.061, 0.085, 0.111, -0.045, 0.056, 0.106, 0.108, -0.019, 0.073, 0.097, 0.087, -0.041, 0.089, 0.103, 0.065, -0.023, 0.072, 0.102, 0.085, -0.031, 0.079, 0.103, 0.078, -0.010, 0.078, 0.106, 0.057, -0.133, -0.288, -0.098, -0.044, 0.121, -0.027, 0.071, -0.054, 0.128, 0.115, 0.097, 0.034, -0.058, 0.043, -0.345, -0.122, 0.069, -0.256, -0.003, -0.228, -0.018, -0.060, -0.063, -0.057, -0.020, 0.093, 0.109, 0.106, 0.101, 0.100, 0.099, 0.093, 0.127, 0.119, 0.112, 0.119, 0.127]}